Entry 1:
{
  "formula": "C11H13N3OS",
  "method": "ωB97M-V/def2-TZVPD",
  "symbols": ["C", "C", "O", "C", "C", "C", "C", "C", "C", "H", "H", "N", "C", "N", "C", "N", "H", "S", "C", "H", "H", "H", "H", "H", "H", "H", "H", "H", "H"],
  "positions_angstrom": [[-4.5415, 2.6672, 0.8610], [-3.5748, 1.5164, 0.6285], [-2.3358, 2.0704, 0.2334], [-1.2809, 1.2385, 0.0232], [-0.0715, 1.8592, -0.2976], [1.0609, 1.1148, -0.5321], [1.0202, -0.2749, -0.4283], [-0.1867, -0.8958, -0.1269], [-1.3295, -0.1492, 0.0923], [-2.2477, -0.6654, 0.3228], [-0.2385, -1.9746, -0.0806], [2.1628, -1.0029, -0.7358], [2.7108, -1.8732, -0.0187], [2.4282, -2.2509, 1.2935], [1.6021, -1.6272, 2.1144], [0.9007, -1.1183, 2.8646], [3.0072, -2.9799, 1.6914], [4.0764, -2.7894, -0.6613], [4.1442, -2.1023, -2.3297], [3.1939, -2.2843, -2.8209], [4.9537, -2.6086, -2.8454], [4.3326, -1.0360, -2.2593], [1.9946, 1.5980, -0.7756], [-0.0484, 2.9358, -0.3565], [-3.9600, 0.8520, -0.1584], [-3.4492, 0.9331, 1.5511], [-5.5099, 2.2813, 1.1663], [-4.6576, 3.2441, -0.0525], [-4.1562, 3.3224, 1.6372]],
  "smiles": "CCOc1ccc(/N=C(\\NC#N)SC)cc1",
  "e_homo_ev": -7.8,
  "relative_energy_kj_mol": 129.71,
  "multiplicity": 1,
  "gap_ha": 0.305,
  "energy_ha": -1064.62487
}



Entry 2:
{
  "formula": "C4H12NO2",
  "method": "ωB97M-V/def2-TZVPD",
  "symbols": ["C", "N", "C", "O", "C", "C", "H", "H", "H", "H", "H", "H", "H", "H", "H", "H", "H", "H", "O"],
  "positions_angstrom": [[-1.0150, 0.1944, -0.7084], [0.3020, 0.5170, -0.2155], [1.4962, 0.3053, -1.0334], [1.8219, -0.9951, -0.9255], [-2.1372, 0.8583, 0.1242], [-2.0676, 0.2834, 1.5700], [-1.1453, -0.9201, -0.6824], [-1.2333, 0.4691, -1.7284], [0.4189, 0.1572, 0.7435], [2.1434, 1.0433, -0.5003], [1.4201, 0.5389, -2.1059], [-1.9452, 1.9604, 0.1634], [-3.0503, 0.6272, -0.4157], [-1.6980, -0.7324, 1.5275], [-3.1172, 0.2200, 1.9335], [-1.3812, 0.8424, 2.2262], [3.9089, -2.4030, 0.4339], [3.1389, -1.3628, -0.3525], [4.1400, -1.6033, -0.0543]],
  "s2": 0.757,
  "e_homo_ev": [-9.9, -9.7],
  "relative_energy_kj_mol": 98.46,
  "multiplicity": 2,
  "gap_ha": [0.396, 0.268],
  "energy_ha": -364.72233
}



Entry 3:
{
  "formula": "C54H83F6N2O26",
  "method": "ωB97M-V/def2-TZVPD",
  "symbols": ["C", "C", "O", "C", "C", "C", "C", "C", "C", "C", "C", "C", "C", "C", "C", "N", "C", "C", "O", "C", "C", "C", "C", "C", "C", "C", "C", "C", "C", "O", "C", "C", "C", "C", "O", "C", "F", "F", "F", "N", "C", "O", "C", "F", "F", "F", "H", "H", "H", "H", "H", "H", "H", "H", "H", "H", "H", "H", "H", "H", "H", "H", "H", "H", "H", "H", "H", "H", "H", "H", "H", "H", "H", "H", "H", "H", "H", "H", "H", "H", "H", "H", "H", "H", "H", "H", "H", "C", "O", "C", "O", "O", "C", "H", "H", "H", "H", "H", "H", "C", "O", "C", "O", "O", "C", "H", "H", "H", "H", "H", "H", "C", "O", "C", "O", "O", "C", "H", "H", "H", "H", "H", "H", "C", "O", "C", "O", "O", "C", "H", "H", "H", "H", "H", "H", "C", "O", "C", "O", "O", "C", "H", "H", "H", "H", "H", "H", "C", "O", "C", "O", "O", "C", "H", "H", "H", "H", "H", "H", "C", "O", "C", "O", "O", "C", "H", "H", "H", "H", "H", "H"],
  "positions_angstrom": [[2.8476, -0.9373, 6.7182], [2.1697, 0.0801, 5.7044], [2.7130, 0.0325, 4.3814], [2.5048, -1.2302, 3.7468], [0.9817, -1.6298, 3.5437], [0.7040, -1.7400, 1.9681], [0.2303, -0.2996, 1.4823], [-0.8070, -0.3754, 0.2490], [-1.9992, 0.6071, 0.3965], [-1.6929, 2.0468, 0.2167], [-0.2023, 2.4325, -0.0495], [0.2736, 2.4720, -1.4263], [1.6554, 2.7668, -1.8410], [2.5501, 3.0141, -0.6742], [1.9191, 2.9608, 0.6411], [0.6389, 2.6826, 0.9910], [-2.7473, 3.0884, 0.3154], [-2.4981, 4.6118, 0.1626], [-1.5005, 4.9654, -0.8023], [-0.7537, 6.0542, -0.2961], [-1.3989, 7.2962, 0.1914], [-0.5765, 8.3960, 0.7210], [0.8964, 8.3290, 0.7912], [1.5303, 7.1066, 0.2928], [0.7087, 6.0272, -0.2338], [-4.1264, 2.5721, 0.6251], [-5.2350, 3.6616, 0.7799], [-5.0081, 4.6093, 2.0600], [-5.1206, 6.1405, 1.6373], [-6.1541, 6.7962, 2.3621], [-5.7280, 7.0542, 3.7191], [-4.3665, 1.1289, 0.8005], [-5.8318, 0.7134, 1.1562], [-6.0883, 0.9043, 2.7200], [-6.6423, 2.1757, 3.0372], [-7.1605, -0.1722, 3.1861], [-6.7161, -1.4665, 3.0513], [-7.5405, -0.0062, 4.4925], [-8.3185, -0.0868, 2.4250], [-3.3075, 0.2077, 0.6858], [-3.6564, -1.2018, 0.9221], [-4.0810, -1.4851, 2.2720], [-3.0246, -1.5869, 3.1461], [-2.2906, -0.4433, 3.2846], [-2.2065, -2.6653, 2.8840], [-3.5697, -1.8437, 4.3831], [2.8753, -0.4740, 7.7340], [3.9063, -1.0924, 6.3582], [2.3470, -1.9391, 6.6842], [2.4100, 1.1109, 6.0994], [1.0398, 0.0217, 5.7294], [3.0184, -1.1642, 2.7442], [3.0194, -2.0880, 4.2777], [0.7470, -2.6481, 3.9734], [0.2535, -0.8969, 3.9712], [-0.1068, -2.4712, 1.7210], [1.6286, -2.0531, 1.4057], [1.1616, 0.2185, 1.1106], [-0.1682, 0.3484, 2.3012], [-1.0798, -1.4410, 0.0548], [-0.2020, -0.0514, -0.6483], [-0.4742, 2.2570, -2.2352], [2.0029, 2.7818, -2.8951], [3.6323, 3.2494, -0.8060], [2.6068, 3.1850, 1.5027], [-2.2198, 4.9955, 1.1935], [-3.4282, 5.1919, -0.1126], [-2.5028, 7.4376, 0.2069], [-1.0284, 9.3462, 1.1077], [1.5227, 9.1556, 1.2107], [2.6495, 7.0537, 0.3351], [1.2074, 5.1156, -0.6285], [-5.2290, 4.2664, -0.1749], [-6.2713, 3.2602, 0.8800], [-3.9780, 4.3815, 2.4516], [-5.7679, 4.4316, 2.8567], [-5.3370, 6.2706, 0.5347], [-4.0970, 6.6028, 1.7884], [-6.1632, 6.2564, 4.3898], [-6.1713, 8.0501, 4.0016], [-4.6141, 7.0165, 3.8304], [-6.0770, -0.3568, 0.9467], [-6.5587, 1.3181, 0.5445], [-5.1512, 0.7353, 3.3129], [-6.5313, 2.2729, 4.0020], [-2.8705, -1.9433, 0.6516], [-4.5410, -1.4335, 0.2649], [-0.7552, -4.8464, -0.2388], [0.6491, -5.0574, -0.3488], [1.0246, -5.7024, -1.4684], [0.2909, -6.0914, -2.3375], [2.3530, -5.8343, -1.4434], [2.8987, -6.5085, -2.5819], [-0.9395, -4.3197, 0.6977], [-1.1176, -4.2262, -1.0617], [-1.2888, -5.7978, -0.2108], [2.6849, -5.9551, -3.4969], [2.5122, -7.5259, -2.6480], [3.9786, -6.5568, -2.4524], [6.2076, -6.1676, -6.8830], [5.3066, -5.8608, -7.9491], [4.0145, -5.8831, -7.5986], [3.5844, -6.1318, -6.5014], [3.2866, -5.5813, -8.6791], [1.8770, -5.5681, -8.4538], [7.2199, -6.1189, -7.2808], [6.1165, -5.4367, -6.0791], [6.0315, -7.1764, -6.5079], [1.6128, -4.8128, -7.7125], [1.5278, -6.5529, -8.1413], [1.3958, -5.3125, -9.3962], [-8.9436, 10.0707, 3.9480], [-7.7610, 10.7252, 4.4069], [-7.9124, 12.0375, 4.6344], [-8.9259, 12.6673, 4.4850], [-6.7389, 12.5228, 5.0564], [-6.7524, 13.9224, 5.3397], [-8.7034, 9.0189, 3.7978], [-9.7371, 10.1416, 4.6927], [-9.2708, 10.4895, 2.9957], [-7.4589, 14.1464, 6.1397], [-6.9927, 14.4945, 4.4429], [-5.7535, 14.2007, 5.6714], [-1.4788, -12.0203, 0.0153], [-0.2818, -11.3818, 0.4606], [-0.4144, -10.0742, 0.7021], [-1.4241, -9.4286, 0.5763], [0.7721, -9.6045, 1.1089], [0.7743, -8.2106, 1.4034], [-1.2497, -13.0720, -0.1472], [-2.2589, -11.9480, 0.7740], [-1.8175, -11.5889, -0.9274], [0.0827, -7.9877, 2.2175], [0.5247, -7.6286, 0.5154], [1.7792, -7.9379, 1.7217], [3.0078, 9.3529, 6.9989], [2.7062, 8.8534, 5.6952], [1.8889, 7.7949, 5.6885], [1.4137, 7.2608, 6.6569], [1.6907, 7.4319, 4.4139], [0.8311, 6.3054, 4.2534], [3.6742, 10.2054, 6.8785], [2.1006, 9.6895, 7.5016], [3.5183, 8.5943, 7.5932], [-0.1636, 6.5209, 4.6470], [1.2549, 5.4249, 4.7387], [0.7431, 6.1038, 3.1857], [7.3354, -5.3284, -1.3679], [8.7422, -5.5376, -1.4708], [9.1223, -6.1778, -2.5837], [8.3921, -6.5684, -3.4589], [10.4521, -6.3074, -2.5531], [11.0026, -6.9781, -3.6872], [7.1481, -4.8046, -0.4320], [6.9768, -4.7083, -2.1909], [6.8050, -6.2814, -1.3446], [10.7911, -6.4238, -4.6024], [10.6183, -7.9964, -3.7564], [12.0816, -7.0233, -3.5510], [4.8702, -8.6071, -14.8647], [5.6207, -8.5156, -13.6545], [5.0006, -7.8492, -12.6726], [3.9072, -7.3475, -12.7391], [5.8067, -7.8382, -11.6056], [5.2688, -7.1542, -10.4716], [5.4697, -9.1646, -15.5824], [3.9365, -9.1461, -14.6990], [4.6743, -7.6147, -15.2724], [4.3511, -7.6360, -10.1322], [5.0893, -6.1050, -10.7044], [6.0029, -7.2098, -9.6740]],
  "e_homo_ev": -11.1,
  "charge": 1,
  "relative_energy_kj_mol": 0.00,
  "multiplicity": 1,
  "gap_ha": 0.255,
  "energy_ha": -4772.00797
}



Please write out number 2 again, unchanged.
{
  "formula": "C4H12NO2",
  "method": "ωB97M-V/def2-TZVPD",
  "symbols": ["C", "N", "C", "O", "C", "C", "H", "H", "H", "H", "H", "H", "H", "H", "H", "H", "H", "H", "O"],
  "positions_angstrom": [[-1.0150, 0.1944, -0.7084], [0.3020, 0.5170, -0.2155], [1.4962, 0.3053, -1.0334], [1.8219, -0.9951, -0.9255], [-2.1372, 0.8583, 0.1242], [-2.0676, 0.2834, 1.5700], [-1.1453, -0.9201, -0.6824], [-1.2333, 0.4691, -1.7284], [0.4189, 0.1572, 0.7435], [2.1434, 1.0433, -0.5003], [1.4201, 0.5389, -2.1059], [-1.9452, 1.9604, 0.1634], [-3.0503, 0.6272, -0.4157], [-1.6980, -0.7324, 1.5275], [-3.1172, 0.2200, 1.9335], [-1.3812, 0.8424, 2.2262], [3.9089, -2.4030, 0.4339], [3.1389, -1.3628, -0.3525], [4.1400, -1.6033, -0.0543]],
  "s2": 0.757,
  "e_homo_ev": [-9.9, -9.7],
  "relative_energy_kj_mol": 98.46,
  "multiplicity": 2,
  "gap_ha": [0.396, 0.268],
  "energy_ha": -364.72233
}